Entry 1:
{
  "formula": "C9H14O",
  "method": "wB97M-V/def2-TZVPD",
  "e_tot_ha": -426.53613,
  "e_above_lowest_kj_mol": 96.25,
  "orbital_gap_ha": 0.35289,
  "total_charge": 0,
  "smiles": "Cc1ccc(O)cc1.CC",
  "elements": ["C", "C", "H", "H", "H", "H", "H", "H", "C", "C", "C", "C", "C", "C", "C", "O", "H", "H", "H", "H", "H", "H", "H", "H"],
  "xyz": [[1.82311, 0.17164, -1.87455], [1.02424, -0.98913, -2.50898], [2.61485, 0.61135, -2.46571], [2.45338, -0.15161, -1.08351], [1.22475, 1.02083, -1.52842], [-0.01526, -0.76648, -2.64683], [1.55532, -1.29853, -3.40463], [0.89020, -1.76793, -1.76664], [1.47136, 0.16536, 2.24514], [-0.26190, 1.33877, 0.86616], [0.18666, 0.21697, 1.53217], [-1.55167, 1.41161, 0.27712], [-2.38678, 0.34389, 0.26766], [-0.69197, -0.87237, 1.45659], [-1.97891, -0.84489, 0.98078], [-3.68949, 0.37641, -0.16892], [0.45246, 2.17290, 0.79613], [-1.90967, 2.31778, -0.20571], [1.93454, 1.09059, 2.56218], [2.26119, -0.44758, 1.77186], [-0.30813, -1.86203, 1.76675], [-3.76284, -0.18669, -0.94608], [-2.61628, -1.72750, 0.86545], [1.28084, -0.32339, 3.21199]],
  "forces_ev_per_angstrom": [[-0.214, 0.596, -0.235], [0.663, 0.649, 0.969], [-0.209, 0.091, -1.118], [0.049, -0.597, 1.317], [-0.064, -0.367, 0.057], [-0.433, 0.704, -0.888], [-0.484, -0.481, -0.051], [0.697, -0.595, -0.044], [1.067, -1.308, 1.274], [0.010, 0.661, -0.027], [-1.410, 0.618, -1.372], [0.780, 1.009, -0.407], [-0.065, -2.291, 2.400], [0.489, -1.974, 0.900], [0.142, 1.323, -2.190], [-0.026, 0.545, -0.635], [-0.696, -0.088, 0.026], [0.278, -0.004, 0.054], [-0.215, 0.577, -0.534], [-0.435, 0.252, -0.085], [-0.250, 0.594, 0.280], [-0.120, -0.023, 0.028], [0.341, 0.241, 0.449], [0.104, -0.133, -0.166]],
  "nbo_charge": [-0.619, -0.622, 0.203, 0.201, 0.210, 0.209, 0.211, 0.208, -0.636, -0.181, -0.051, -0.277, 0.281, -0.194, -0.253, -0.696, 0.211, 0.224, 0.225, 0.222, 0.204, 0.480, 0.217, 0.221]
}

=====

Entry 2:
{
  "formula": "C9H14O",
  "method": "wB97M-V/def2-TZVPD",
  "e_tot_ha": -426.47831,
  "e_above_lowest_kj_mol": 248.05,
  "orbital_gap_ha": 0.35304,
  "total_charge": 0,
  "smiles": "Cc1ccccc1.CCO",
  "elements": ["C", "C", "C", "C", "C", "C", "C", "H", "H", "H", "H", "H", "H", "H", "H", "C", "C", "O", "H", "H", "H", "H", "H", "H"],
  "xyz": [[0.00492, 1.15869, -0.47196], [-2.90220, -1.49484, 0.60545], [-2.31533, -0.86283, 1.73453], [-3.11000, -1.02480, -0.67300], [-1.45920, 0.15201, 1.26680], [-2.14660, -0.03153, -0.97715], [-1.28822, 0.44222, -0.01687], [-3.52866, -2.36536, 0.80094], [-2.36558, -1.15495, 2.71175], [-3.82716, -1.47009, -1.32813], [-1.13611, 0.79832, 2.05266], [-2.00407, 0.30237, -2.06840], [0.16264, 1.02375, -1.59378], [0.95003, 0.79804, 0.06238], [-0.06848, 2.25531, -0.19717], [4.00756, 0.48818, -0.04949], [3.33028, -0.86849, -0.43879], [3.15361, 1.48619, -0.63789], [4.19172, 0.81970, 0.95143], [4.89393, 0.59811, -0.62923], [2.74180, -0.86746, -1.29258], [3.20548, 2.36518, -0.34105], [2.69656, -1.12330, 0.50504], [4.13185, -1.62093, -0.40790]],
  "forces_ev_per_angstrom": [[0.252, 0.802, 0.209], [-3.206, -1.962, 2.373], [1.169, 1.093, -6.244], [2.927, 1.650, 1.038], [-1.851, -0.766, 4.683], [-0.940, -0.468, -2.982], [2.259, 1.083, -3.409], [0.062, -0.118, 0.379], [-0.356, -0.817, 2.197], [-0.023, -0.115, -0.402], [1.342, 0.379, 0.235], [-0.223, -0.405, 1.790], [-0.198, 0.371, 1.553], [-1.561, 0.241, -0.792], [0.196, -0.984, -0.617], [-1.329, 0.911, -2.645], [1.337, 0.029, 5.831], [-1.244, -1.533, -1.156], [0.039, -0.942, 0.990], [1.305, -0.307, -0.064], [-0.762, 0.305, -1.609], [0.650, 1.425, 1.012], [0.559, 0.129, -1.873], [-0.403, -0.002, -0.495]],
  "nbo_charge": [-0.627, -0.201, -0.214, -0.226, -0.188, -0.184, -0.072, 0.191, 0.216, 0.223, 0.201, 0.208, 0.220, 0.238, 0.210, -0.058, -0.622, -0.760, 0.174, 0.157, 0.229, 0.472, 0.203, 0.210]
}

=====

Entry 3:
{
  "formula": "C9H14O",
  "method": "wB97M-V/def2-TZVPD",
  "e_tot_ha": -426.49212,
  "e_above_lowest_kj_mol": 211.78,
  "orbital_gap_ha": 0.32862,
  "total_charge": 0,
  "smiles": "Cc1ccc(O)cc1.CC",
  "elements": ["C", "C", "H", "H", "H", "H", "H", "H", "C", "C", "C", "C", "C", "C", "C", "O", "H", "H", "H", "H", "H", "H", "H", "H"],
  "xyz": [[-0.12814, -0.26720, -3.49624], [0.89078, 0.79595, -3.16535], [-0.47669, -0.33090, -4.56314], [0.16086, -1.32131, -3.13767], [-1.02783, -0.16767, -2.86991], [1.17327, 0.93793, -2.13753], [0.47164, 1.83843, -3.46503], [1.85253, 0.74981, -3.76865], [-0.94490, 2.11475, 2.28570], [0.39155, -0.78165, 0.30125], [0.14781, 0.57670, 0.74444], [0.23039, -1.76295, 1.26365], [-0.43483, 0.72732, 1.99381], [-0.21938, -1.64993, 2.56314], [-0.49251, -0.36272, 2.94150], [0.75458, -3.01281, 0.98789], [0.49898, -0.83151, -0.70051], [0.44964, 1.48507, 0.07909], [1.52161, -3.21541, 0.34447], [-0.48460, -2.64807, 2.97837], [-0.21108, 2.93394, 2.34714], [-1.66819, 2.14097, 3.14743], [-0.85066, -0.14444, 3.94834], [-1.60484, 2.19570, 1.37782]],
  "forces_ev_per_angstrom": [[-0.693, -2.193, 0.789], [0.499, 2.541, -2.234], [0.647, 0.204, 1.017], [0.178, 1.350, -0.930], [0.028, 0.532, -0.327], [-0.049, -0.488, 0.555], [0.516, -1.626, 0.432], [-1.114, -0.321, 0.699], [-1.967, -0.329, -0.166], [-1.201, 3.578, 4.203], [0.273, -1.331, -0.878], [2.557, -1.313, -2.466], [1.640, -0.026, 1.379], [-0.549, -0.286, -0.876], [-1.178, 1.458, -0.373], [0.805, -2.260, -0.985], [1.147, -1.262, -2.995], [-1.085, -1.771, 1.173], [-2.187, 1.676, 1.387], [0.631, 1.245, 0.618], [-0.248, -0.450, -0.070], [0.961, 0.034, -0.596], [-0.098, 0.004, -0.281], [0.490, 1.034, 0.924]],
  "nbo_charge": [-0.627, -0.618, 0.219, 0.200, 0.211, 0.206, 0.203, 0.208, -0.635, -0.300, -0.178, 0.316, -0.063, -0.273, -0.185, -0.739, 0.217, 0.215, 0.506, 0.246, 0.223, 0.215, 0.212, 0.222]
}

=====

Entry 4:
{
  "formula": "C9H14O",
  "method": "wB97M-V/def2-TZVPD",
  "e_tot_ha": -426.56357,
  "e_above_lowest_kj_mol": 24.19,
  "orbital_gap_ha": 0.34201,
  "total_charge": 0,
  "smiles": "Cc1ccc(O)cc1.CC",
  "elements": ["C", "C", "C", "C", "C", "C", "C", "O", "H", "H", "H", "H", "H", "H", "H", "H", "C", "C", "H", "H", "H", "H", "H", "H"],
  "xyz": [[1.86167, 3.15042, -1.11240], [-1.07552, 0.75664, -0.90309], [-0.32835, 1.92163, -0.93841], [-0.53054, -0.41077, -1.43778], [1.00754, 1.93447, -1.30754], [0.76229, -0.40839, -1.93422], [1.51397, 0.75236, -1.83255], [-1.23861, -1.58638, -1.49417], [-2.11125, 0.74310, -0.57483], [-0.81031, 2.81020, -0.54456], [-2.17232, -1.39167, -1.38518], [1.09078, -1.29896, -2.44907], [1.96470, 3.42017, -0.06542], [1.48283, 3.97449, -1.72014], [2.51721, 0.70309, -2.23863], [2.88847, 2.97419, -1.45453], [-1.53079, -2.61982, 2.53944], [-0.20067, -1.89945, 2.80297], [-2.03433, -2.20820, 1.67001], [-1.31303, -3.68747, 2.50121], [-2.19587, -2.49205, 3.40044], [0.49697, -2.10994, 1.98895], [-0.31930, -0.81264, 2.76337], [0.27445, -2.21502, 3.72611]],
  "forces_ev_per_angstrom": [[0.548, -0.053, -0.658], [0.008, -0.431, -0.793], [-0.429, 0.096, 0.942], [-0.208, 0.008, 0.222], [0.046, -0.361, -0.011], [-0.584, 0.160, 0.039], [0.339, -0.380, -0.381], [0.177, 0.136, -0.104], [0.107, 0.159, 0.092], [0.195, 0.149, -0.054], [-0.117, -0.025, 0.084], [0.339, -0.022, 0.118], [-0.324, 0.223, 0.100], [-0.032, 0.204, 0.342], [0.129, 0.236, 0.156], [-0.198, -0.116, -0.059], [0.531, 0.209, 1.163], [-0.128, 0.256, -0.904], [0.041, -0.374, -0.242], [-0.359, -0.026, -0.538], [-0.032, 0.080, -0.132], [0.049, -0.145, 0.038], [-0.034, -0.078, 0.394], [-0.063, 0.094, 0.186]],
  "nbo_charge": [-0.624, -0.290, -0.183, 0.302, -0.058, -0.270, -0.182, -0.673, 0.206, 0.208, 0.476, 0.225, 0.220, 0.218, 0.208, 0.214, -0.603, -0.604, 0.202, 0.204, 0.196, 0.203, 0.201, 0.201]
}

=====

Entry 5:
{
  "formula": "C9H14O",
  "method": "wB97M-V/def2-TZVPD",
  "e_tot_ha": -426.54410,
  "e_above_lowest_kj_mol": 75.32,
  "orbital_gap_ha": 0.35048,
  "total_charge": 0,
  "smiles": "Cc1ccc(O)cc1.CC",
  "elements": ["C", "C", "H", "H", "H", "H", "H", "H", "C", "C", "C", "C", "C", "C", "C", "O", "H", "H", "H", "H", "H", "H", "H", "H"],
  "xyz": [[-1.57252, -1.22419, 2.99376], [-1.47710, -2.50181, 2.09299], [-2.37413, -0.55084, 2.70103], [-1.67241, -1.56706, 4.02255], [-0.62222, -0.69080, 2.94264], [-1.50671, -3.36214, 2.76310], [-0.64895, -2.47077, 1.40102], [-2.48790, -2.63828, 1.70515], [-0.98948, -0.77059, -0.91348], [2.01349, 2.22032, -1.55213], [2.05148, 1.05610, -2.29882], [1.03382, 2.45051, -0.60206], [1.16323, 0.03718, -2.02094], [0.08139, 1.43928, -0.45200], [0.12731, 0.22035, -1.09631], [2.90197, 3.28202, -1.72497], [2.69504, 0.97769, -3.16241], [3.79021, 2.90534, -1.76330], [0.92706, 3.40002, -0.11394], [1.13587, -0.81933, -2.68751], [-0.69248, 1.64509, 0.28439], [-0.53973, -1.75757, -1.01622], [-1.86489, -0.60614, -1.54912], [-1.47238, -0.67439, 0.04658]],
  "forces_ev_per_angstrom": [[1.025, -0.793, -0.334], [-1.716, 0.486, 1.673], [-0.031, -0.021, 0.107], [-0.320, 0.399, 0.077], [-0.107, 0.217, 0.062], [1.045, -0.179, -0.088], [-0.212, -0.326, -0.256], [0.328, 0.158, -1.172], [0.197, 0.030, 0.052], [0.341, 1.382, 0.532], [0.162, 0.043, 0.001], [-0.609, -1.428, -0.964], [-1.005, 0.020, -0.351], [0.036, 0.949, 1.220], [-0.077, 0.355, -0.448], [0.198, -0.737, -0.241], [0.356, -0.025, 0.122], [-0.082, 0.205, -0.185], [0.219, 0.163, 0.235], [0.157, -0.146, 0.235], [-0.165, -0.241, -0.174], [-0.622, -0.236, -0.104], [0.511, -0.186, -0.686], [0.369, -0.087, 0.688]],
  "nbo_charge": [-0.615, -0.627, 0.202, 0.207, 0.204, 0.207, 0.215, 0.207, -0.628, 0.279, -0.285, -0.252, -0.178, -0.179, -0.057, -0.690, 0.219, 0.477, 0.228, 0.208, 0.203, 0.216, 0.222, 0.219]
}

=====

Entry 6:
{
  "formula": "C9H14O",
  "method": "wB97M-V/def2-TZVPD",
  "e_tot_ha": -426.51349,
  "e_above_lowest_kj_mol": 155.69,
  "orbital_gap_ha": 0.35004,
  "total_charge": 0,
  "smiles": "Cc1ccc(O)cc1.CC",
  "elements": ["C", "C", "H", "H", "H", "H", "H", "H", "C", "C", "C", "C", "C", "C", "C", "O", "H", "H", "H", "H", "H", "H", "H", "H"],
  "xyz": [[4.29011, -0.01111, -1.54700], [4.17963, 0.32617, -0.07117], [4.45006, 0.84987, -2.15115], [5.16460, -0.66453, -1.77867], [3.39471, -0.50354, -1.81732], [3.59805, -0.44751, 0.55372], [3.74264, 1.26815, 0.17416], [5.17750, 0.22158, 0.36900], [-2.20372, -1.87196, 2.39663], [0.06200, -0.07254, -0.32199], [-0.87897, 0.84446, -0.79670], [-0.37024, -1.02607, 0.67934], [-1.62577, -0.91929, 1.23955], [-2.06883, 0.98155, -0.19461], [-2.56557, 0.04852, 0.76242], [-0.62167, 1.73403, -1.86602], [1.14775, -0.21682, -0.63141], [0.24716, -1.89703, 0.93104], [-2.70472, 1.76816, -0.42239], [-1.49047, 2.11921, -2.03730], [-1.44102, -1.95474, 3.11154], [-2.36338, -2.78431, 1.79484], [-3.60656, 0.04054, 1.10450], [-3.25489, -1.46966, 2.84876]],
  "forces_ev_per_angstrom": [[0.974, -0.635, 0.577], [0.462, -2.203, 1.557], [-0.143, 0.843, -0.477], [-0.763, 0.198, 0.389], [-0.854, -0.519, -0.905], [0.548, 0.925, -1.225], [-0.153, 0.763, -0.067], [-0.098, 0.622, 0.147], [-1.862, 1.613, -2.814], [0.698, -2.068, 0.786], [2.678, 0.828, -1.217], [0.328, 1.199, -1.121], [-3.355, 0.209, 1.297], [-2.568, -2.581, 2.576], [2.608, 0.121, -0.621], [0.114, -0.958, 1.067], [-1.796, 0.631, -0.167], [0.097, 0.684, 0.096], [-1.134, 1.431, -0.860], [0.315, 0.159, -0.249], [0.676, -0.495, 1.273], [-0.166, -0.136, 1.076], [0.604, 0.324, 0.022], [2.789, -0.955, -1.140]],
  "nbo_charge": [-0.609, -0.612, 0.208, 0.203, 0.202, 0.195, 0.211, 0.205, -0.623, -0.249, 0.276, -0.220, -0.028, -0.286, -0.187, -0.672, 0.233, 0.217, 0.202, 0.471, 0.215, 0.220, 0.216, 0.214]
}

=====

Entry 7:
{
  "formula": "C9H14O",
  "method": "wB97M-V/def2-TZVPD",
  "e_tot_ha": -426.54459,
  "e_above_lowest_kj_mol": 74.02,
  "orbital_gap_ha": 0.34007,
  "total_charge": 0,
  "smiles": "Cc1ccc(O)cc1.CC",
  "elements": ["C", "C", "C", "C", "C", "C", "C", "O", "H", "H", "H", "H", "H", "H", "H", "H", "C", "C", "H", "H", "H", "H", "H", "H"],
  "xyz": [[-2.04177, 1.15498, -2.13927], [0.91077, 2.59329, -0.25038], [-0.03009, 2.38381, -1.27008], [0.91186, 1.85556, 0.88597], [-1.03203, 1.48835, -1.07702], [-0.13800, 0.89774, 1.12018], [-1.08710, 0.77405, 0.14515], [1.94448, 1.71890, 1.79121], [1.61663, 3.39451, -0.46212], [0.10361, 3.01391, -2.13806], [2.60710, 2.41631, 1.61486], [-0.04734, 0.20805, 1.94334], [-2.04276, 1.78186, -3.02713], [-3.07498, 1.20578, -1.77639], [-1.85331, 0.04495, 0.39507], [-1.87480, 0.11112, -2.40877], [1.17965, -3.22578, 1.38017], [0.14795, -2.98773, 0.28804], [2.22983, -3.40347, 1.14950], [1.27717, -2.35845, 2.04448], [0.82055, -4.06015, 1.98108], [-0.10050, -2.01427, -0.13496], [0.37898, -3.55359, -0.61847], [-0.80591, -3.43972, 0.56363]],
  "forces_ev_per_angstrom": [[-0.594, -0.362, 0.194], [0.383, 1.151, -0.892], [0.562, 0.617, 0.964], [-0.576, -2.682, 1.326], [-1.156, -0.613, -0.037], [1.508, 1.447, -1.144], [-0.123, -0.220, 0.277], [0.324, 1.475, -0.361], [0.343, -0.332, 0.378], [-0.396, -0.241, -0.285], [-0.388, -0.531, 0.171], [-0.203, 0.157, 0.281], [0.485, 0.048, -0.030], [0.177, -0.017, 0.227], [-0.233, 0.072, -0.680], [-0.117, 0.016, -0.382], [-0.028, 0.910, 0.918], [-0.385, -1.008, -1.399], [-0.209, -0.249, -0.822], [-0.413, -0.092, 0.101], [0.250, -0.019, 0.128], [0.544, 0.440, 0.718], [0.331, -0.177, 0.011], [-0.086, 0.212, 0.339]],
  "nbo_charge": [-0.623, -0.308, -0.189, 0.299, -0.053, -0.243, -0.197, -0.672, 0.209, 0.213, 0.476, 0.226, 0.217, 0.215, 0.212, 0.216, -0.619, -0.627, 0.211, 0.206, 0.207, 0.216, 0.204, 0.203]
}

=====

Entry 8:
{
  "formula": "C9H14O",
  "method": "wB97M-V/def2-TZVPD",
  "e_tot_ha": -426.55400,
  "e_above_lowest_kj_mol": 49.31,
  "orbital_gap_ha": 0.34030,
  "total_charge": 0,
  "smiles": "Cc1ccc(O)cc1.CC",
  "elements": ["C", "C", "C", "C", "C", "C", "C", "O", "H", "H", "H", "H", "H", "H", "H", "H", "C", "C", "H", "H", "H", "H", "H", "H"],
  "xyz": [[-1.89981, -2.31917, -0.33084], [0.58090, -2.26434, -0.67203], [-0.56655, -1.59984, -0.19615], [1.78867, -1.60466, -0.76665], [1.87717, -0.27844, -0.35030], [-0.42819, -0.31599, 0.27186], [0.79661, 0.35504, 0.23353], [3.06922, 0.36170, -0.61288], [0.54334, -3.32632, -0.87093], [2.66105, -2.06628, -1.20566], [-1.78109, -3.33987, 0.01036], [-2.18972, -2.32372, -1.37039], [-1.20998, 0.15789, 0.83877], [2.89347, 1.31767, -0.60318], [0.99045, 1.37463, 0.54477], [-2.64752, -1.87256, 0.31144], [-1.44969, 3.58700, 0.75852], [-2.45527, 2.51130, 1.19567], [-1.88717, 4.55203, 1.00818], [-0.50404, 3.54790, 1.28085], [-1.32351, 3.54867, -0.32432], [-2.78164, 1.87239, 0.37316], [-3.34022, 2.96822, 1.62048], [-2.13737, 1.74439, 1.91552]],
  "forces_ev_per_angstrom": [[0.908, 0.296, 0.870], [-0.037, 0.422, 0.538], [0.075, -0.991, -0.634], [-0.091, 0.101, 0.036], [0.233, -0.167, -0.644], [0.416, 0.598, 0.867], [0.598, -0.324, -0.613], [-0.363, 0.493, 0.245], [-0.160, -0.014, -0.397], [0.067, -0.112, 0.088], [-0.043, -0.358, -0.086], [-0.367, 0.024, -0.228], [-0.500, 0.083, -0.346], [0.251, -0.432, 0.076], [-0.590, 0.061, 0.318], [-0.341, 0.236, -0.133], [-0.726, -0.092, 0.123], [-0.195, -0.863, 0.062], [0.138, 0.171, -0.155], [0.314, -0.211, -0.069], [0.320, 0.079, 0.145], [-0.097, 0.344, -0.279], [-0.232, 0.032, 0.060], [0.421, 0.625, 0.157]],
  "nbo_charge": [-0.623, -0.190, -0.029, -0.261, 0.299, -0.205, -0.291, -0.675, 0.210, 0.224, 0.213, 0.219, 0.212, 0.476, 0.207, 0.213, -0.619, -0.620, 0.208, 0.206, 0.211, 0.207, 0.207, 0.203]
}